Density functional theory data (ωB97M-V/def2-TZVPD) for a structure of composition C21H21CuO4SSb.

- Net charge: -1
- LUMO: 0.101 Eh
- Energy above the lowest of the compared OMol25 structures with the same formula, charge and spin: 591.6 kJ/mol

Last column: natural (NBO) charge in e.
Geometry (Å):
Cu  1.10086  0.58637  -2.08362  0.999
O  0.45341  -0.70437  -3.28753  -1.052
S  0.76746  0.62512  -4.00245  2.420
O  0.65948  0.42240  -5.43400  -1.005
O  2.16791  1.09064  -3.62954  -1.030
O  -0.18612  1.66615  -3.49903  -1.039
C  -3.39245  0.79137  1.38077  -0.659
C  -2.16633  1.12039  2.19651  0.053
C  -2.27503  1.44573  3.54637  -0.256
C  -1.14960  1.73892  4.30511  -0.223
C  0.10486  1.73241  3.71295  -0.232
C  0.22085  1.40767  2.36643  -0.239
C  -0.89789  1.07893  1.60210  -0.359
Sb  -0.61962  0.66166  -0.56613  1.178
C  -1.17197  -1.42485  -0.52533  -0.351
C  -1.90780  -1.83430  -1.63670  -0.188
C  -2.29951  -3.15617  -1.79249  -0.227
C  -1.96904  -4.08569  -0.81967  -0.209
C  -1.24290  -3.68647  0.29245  -0.223
C  -0.83430  -2.36351  0.45872  -0.041
C  -0.04603  -1.99535  1.69121  -0.637
C  1.39935  0.54825  -0.47376  -0.586
C  1.95351  -0.70060  -0.91193  -0.252
C  3.19507  -0.71337  -1.56798  -0.231
C  4.04733  0.40118  -1.38794  -0.182
C  3.51555  1.62170  -0.98958  -0.233
C  2.09923  1.72048  -0.90724  -0.072
C  1.46738  3.10207  -0.79831  -0.656
H  -4.30830  1.00671  1.93096  0.205
H  -3.38882  -0.26664  1.10486  0.227
H  -3.38720  1.35973  0.44813  0.225
H  -3.25406  1.46910  4.01434  0.197
H  -1.25356  1.98491  5.35526  0.201
H  0.98253  1.97900  4.29901  0.203
H  1.19543  1.37536  1.88910  0.216
H  -2.14168  -1.11314  -2.41081  0.232
H  -2.84860  -3.46044  -2.67477  0.208
H  -2.26386  -5.12225  -0.93280  0.201
H  -0.97542  -4.41551  1.05079  0.197
H  0.56303  -2.83464  2.02848  0.208
H  -0.71964  -1.70930  2.50383  0.224
H  0.60065  -1.13665  1.50122  0.229
H  1.48671  -1.64057  -0.65253  0.241
H  3.57088  -1.67624  -1.88655  0.215
H  5.10853  0.28619  -1.56980  0.208
H  4.11260  2.51514  -0.86747  0.206
H  2.23614  3.87232  -0.83181  0.215
H  0.88355  3.19465  0.12028  0.217
H  0.80744  3.23549  -1.65906  0.261